{"formula": "C2H5NOS", "method": "ωB97M-V with the def2-TZVPD basis set", "species": ["C", "C", "H", "H", "H", "H", "H", "N", "O", "S"], "xyz": [[-0.797145, 1.127537, -0.687245], [0.178312, -1.231363, 0.015928], [-0.851983, 2.006586, 0.294816], [-0.725755, 1.787353, -1.620969], [-1.838869, 0.462651, -0.685307], [-0.420642, -1.996150, -0.517661], [1.746589, -0.125885, 1.056949], [0.615999, -1.568215, 1.126194], [1.432823, -0.718078, 1.817974], [0.660672, 0.255563, -0.800680]], "forces_ev_per_a": [[-4.090, 3.683, 1.271], [-0.349, -0.457, -1.788], [0.083, -2.941, -2.790], [-0.799, -0.787, 1.302], [2.924, 1.814, -0.081], [0.227, 0.716, 0.332], [-0.175, -0.029, 1.648], [0.018, -1.255, 2.529], [0.479, 0.557, -2.050], [1.682, -1.301, -0.373]], "smiles": "CS/C=N\\O", "e_homo_ev": -9.46}



{"formula": "C2H5NS", "method": "ωB97M-V with the def2-TZVPD basis set", "species": ["C", "C", "N", "S", "H", "H", "H", "H", "H"], "xyz": [[2.377321, -0.707887, 0.007793], [-1.939709, 0.100743, 0.003513], [1.403022, 0.035644, 0.031659], [-0.722231, -1.213005, 0.013651], [3.356782, -0.223023, -0.017055], [2.402236, -1.793738, 0.004058], [-1.734532, 0.787294, -0.811750], [-1.955965, 0.613198, 0.960861], [-2.891745, -0.402748, -0.169464]], "forces_ev_per_a": [[0.947, -1.094, -0.038], [0.552, 0.074, 0.099], [-3.663, 0.048, -0.015], [2.601, 0.803, 0.010], [0.070, 0.166, 0.034], [-0.208, -0.230, -0.013], [-0.138, 0.106, -0.028], [-0.124, 0.096, -0.034], [-0.038, 0.031, -0.014]], "e_homo_ev": [-8.78, -8.78]}



{"formula": "C2H5NS", "method": "ωB97M-V with the def2-TZVPD basis set", "species": ["C", "C", "N", "S", "H", "H", "H", "H", "H"], "xyz": [[1.612705, 1.640239, 0.328051], [-1.176274, 0.084551, -0.053861], [0.864475, -1.631414, -0.456295], [0.704302, 0.025772, -0.102049], [0.606163, 2.084886, 0.412926], [-1.449331, 0.827562, 0.668396], [-1.302180, -0.953955, 0.416723], [-1.617284, 0.057451, -0.947445], [1.757420, -2.135095, -0.266442]], "forces_ev_per_a": [[-1.652, -4.052, -1.013], [3.152, -2.770, 4.533], [-0.140, 2.466, 0.634], [1.075, -0.054, 0.068], [-0.212, 0.472, 0.055], [-0.261, 0.552, -0.069], [-0.165, 1.537, -0.577], [-1.421, 0.449, -3.622], [-0.378, 1.400, -0.009]], "smiles": "[H]/N=S(#C)/C", "e_homo_ev": [-8.36, -8.41]}



{"formula": "C2H5NS", "method": "ωB97M-V with the def2-TZVPD basis set", "species": ["C", "C", "N", "S", "H", "H", "H", "H", "H"], "xyz": [[0.562296, -0.176612, 0.072547], [-0.605750, 1.049540, 0.110971], [0.148202, -1.484321, -0.139766], [2.059593, 0.244486, 0.331626], [-0.071549, 2.015091, -0.019028], [-1.606139, 0.906945, -0.429248], [-0.728880, 0.953472, 1.238245], [-0.651314, -1.480701, -0.722565], [0.893544, -2.027901, -0.442783]], "forces_ev_per_a": [[-3.363, 1.226, -1.059], [1.180, -2.325, 1.707], [-0.902, 2.905, 0.866], [2.112, 0.442, 0.495], [-0.557, -0.847, -0.411], [1.695, 0.120, 0.667], [-0.630, 0.478, -1.253], [-0.906, -0.580, -0.505], [1.370, -1.420, -0.508]], "smiles": "CC(N)=S", "e_homo_ev": -8.50}



{"formula": "C2H5NS2", "method": "ωB97M-V with the def2-TZVPD basis set", "species": ["C", "C", "H", "H", "H", "H", "H", "N", "S", "S"], "xyz": [[0.896681, 1.147550, 0.117036], [-0.164064, 0.065568, -0.053384], [2.655523, 0.156244, 0.399678], [1.889240, 0.522922, 1.806496], [1.123980, 1.600380, -0.877804], [0.355097, 2.006676, 0.606194], [-0.148853, 0.478558, -2.414565], [2.071042, 0.855380, 0.886928], [-0.865342, -0.355360, -1.603097], [-0.682657, -0.771586, 1.221196]], "forces_ev_per_a": [[-1.054, 1.854, -0.587], [0.152, -0.342, -0.124], [-0.465, 0.547, 0.507], [-0.459, -0.261, 0.636], [0.380, -0.609, 0.617], [0.350, -0.837, -0.197], [-0.241, -0.275, 0.389], [0.988, -0.431, -1.591], [0.537, 0.674, -0.142], [-0.187, -0.321, 0.492]], "smiles": "NCC(=S)S", "e_homo_ev": -8.87}



{"formula": "C2H5NS2", "method": "ωB97M-V with the def2-TZVPD basis set", "species": ["C", "C", "N", "S", "S", "H", "H", "H", "H", "H"], "xyz": [[-0.426926, 0.190143, -0.533795], [-0.081965, -0.989004, 0.333617], [-0.189681, 2.803194, -0.088042], [0.724706, 1.570087, -0.008618], [-2.202023, 0.602931, -0.613509], [-0.161599, -0.067539, -1.593394], [-0.492802, -1.936310, 0.520766], [-0.183323, -0.548637, 1.327871], [0.995082, -1.016197, 0.289411], [0.129491, 3.756031, 0.014234]], "forces_ev_per_a": [[-1.556, -0.349, -1.725], [1.566, 2.460, 2.392], [-1.825, 1.053, -0.384], [0.778, -1.086, -0.077], [1.160, -0.218, 0.077], [-0.247, 0.533, 0.583], [-1.102, -1.260, -1.315], [-0.106, -0.082, 0.491], [0.630, -0.795, -0.205], [0.702, -0.256, 0.162]], "e_homo_ev": [-7.94, -9.30]}



Total energy values (in eV) by entry order: -16524.487 -14477.173 -14473.434 -14479.626 -25314.955 -25312.024.
ΔE to the lowest compared entry with this formula, charge and spin values (in eV) by entry order: 3.894 3.164 6.902 0.710 0.871 3.802.